# C3H6ClFO

A single C3H6ClFO molecule (wB97M-V/def2-TZVPD, the OMol25 dataset).

As for the HOMO energy: -0.404 Ha. As for the SMILES: CO[C@@](C)(F)Cl. For the lowest unoccupied orbital energy, the calculation gives 0.917 eV. The value obtained for the frontier orbital gap is 11.91 eV. The value obtained for the energy above the lowest of the compared OMol25 structures with the same formula, charge and spin is 0.00 kJ/mol. As for the maximum force: 0.640 eV/Å.

```
! wB97M-V def2-TZVPD RIJCOSX def2/J DEFGRID3
* xyz 0 1
C 0.88 1.68 0.17
O 0.68 0.35 -0.32
C -0.39 -0.31 0.13
C -0.41 -1.73 -0.40
F -0.41 -0.33 1.50
Cl -1.95 0.52 -0.33
H 1.79 2.03 -0.31
H 1.00 1.67 1.26
H 0.03 2.31 -0.10
H -1.29 -2.25 -0.03
H 0.49 -2.24 -0.06
H -0.42 -1.70 -1.49
*
```

---

# BrPb

A molecular structure, BrPb (wB97M-V/def2-TZVPD, the OMol25 dataset).

As for the HOMO energy: -0.444 Ha. For the lowest unoccupied orbital energy, the calculation gives -8.626 eV. The value obtained for the frontier orbital gap is 3.46 eV. The value obtained for the energy above the lowest of the compared OMol25 structures with the same formula, charge and spin is 522.48 kJ/mol. As for the maximum force: 0.881 eV/Å.

```
! wB97M-V def2-TZVPD RIJCOSX def2/J DEFGRID3
* xyz 1 1
Pb 0.55 1.26 -2.15
Br -0.55 -1.26 2.15
*
```

---

# C41H56N5O6P

6 unconnected molecules or ions with the total composition C41H56N5O6P at a distorted geometry (wB97M-V/def2-TZVPD, the OMol25 dataset).

As for the HOMO energy: -0.281 Ha. As for the SMILES: COCCCCCCC[C@@]1(P(O)O)OC(=O)O[C@H]1CCC(C)C.c1ccncc1.c1ccncc1.c1ccncc1.c1ccncc1.c1ccncc1. For the lowest unoccupied orbital energy, the calculation gives 0.636 eV. The value obtained for the frontier orbital gap is 8.28 eV. As for the maximum force: 4.410 eV/Å.

```
! wB97M-V def2-TZVPD RIJCOSX def2/J DEFGRID3
* xyz 0 1
C -4.73 -0.33 5.67
O -3.86 0.59 4.97
C -4.32 0.63 3.61
C -4.03 1.99 2.94
C -2.48 2.13 2.66
C -2.29 3.16 1.51
C -0.85 3.76 1.32
C 0.29 3.13 2.20
C 0.87 1.93 1.39
C 1.73 0.91 2.19
P 3.11 1.91 3.11
O 2.68 2.20 4.70
O 3.48 3.31 2.25
O 0.87 0.32 3.19
C 1.14 -1.04 3.08
O 0.42 -1.90 3.33
O 2.45 -1.18 2.64
C 2.55 -0.20 1.53
C 2.13 -0.97 0.24
C 1.37 -0.20 -0.87
C 1.21 -0.97 -2.21
C 0.51 0.05 -3.21
C 2.55 -1.40 -2.90
H -4.26 -0.51 6.66
H -4.76 -1.29 5.11
H -5.74 0.10 5.78
H -5.43 0.48 3.64
H -3.87 -0.20 3.03
H -4.25 2.79 3.69
H -4.57 2.13 1.99
H -2.02 2.49 3.61
H -2.04 1.17 2.32
H -2.59 2.67 0.56
H -2.99 4.02 1.64
H -0.54 3.55 0.27
H -0.81 4.87 1.40
H -0.01 2.90 3.24
H 1.07 3.94 2.28
H 1.47 2.34 0.56
H -0.01 1.37 1.00
H 1.71 2.12 4.78
H 3.29 4.11 2.78
H 3.65 -0.01 1.53
H 1.54 -1.87 0.54
H 3.06 -1.36 -0.22
H 1.81 0.80 -1.06
H 0.34 -0.02 -0.51
H 0.51 -1.82 -2.05
H 1.30 0.71 -3.67
H -0.08 0.72 -2.55
H -0.15 -0.46 -3.95
H 3.35 -0.64 -2.77
H 2.88 -2.42 -2.60
H 2.35 -1.47 -3.99
C -7.80 -4.99 4.93
C -7.24 -4.57 6.12
C -7.06 -3.21 6.31
N -7.38 -2.28 5.40
C -7.91 -2.72 4.26
C -8.14 -4.05 3.97
H -7.96 -6.05 4.74
H -6.96 -5.27 6.89
H -6.63 -2.82 7.23
H -8.16 -1.94 3.54
H -8.57 -4.35 3.03
C 3.41 4.66 -6.37
C 4.37 3.88 -5.75
C 3.96 2.92 -4.84
N 2.68 2.70 -4.52
C 1.77 3.46 -5.13
C 2.07 4.45 -6.05
H 3.69 5.42 -7.09
H 5.42 4.02 -5.97
H 4.68 2.29 -4.33
H 0.74 3.26 -4.84
H 1.29 5.03 -6.52
C -1.34 -0.02 -8.64
C -1.22 -1.34 -8.23
C -1.45 -1.64 -6.90
N -1.78 -0.73 -5.98
C -1.88 0.54 -6.40
C -1.68 0.94 -7.71
H -1.18 0.25 -9.68
H -0.96 -2.12 -8.93
H -1.37 -2.66 -6.53
H -2.15 1.26 -5.63
H -1.79 1.98 -7.99
C 8.81 2.21 2.29
C 8.98 0.88 1.93
C 7.86 0.15 1.55
N 6.62 0.66 1.52
C 6.48 1.94 1.88
C 7.54 2.75 2.27
H 9.66 2.81 2.59
H 9.96 0.42 1.93
H 7.94 -0.89 1.25
H 5.47 2.32 1.84
H 7.36 3.78 2.54
C -1.03 -6.82 -1.18
C -0.56 -6.42 0.06
C -0.34 -5.07 0.29
N -0.57 -4.12 -0.63
C -1.02 -4.53 -1.82
C -1.27 -5.85 -2.14
H -1.21 -7.86 -1.39
H -0.36 -7.15 0.84
H 0.02 -4.72 1.24
H -1.19 -3.73 -2.54
H -1.64 -6.12 -3.12
*
```

---

# C5H8O2

A single C5H8O2 molecule (wB97M-V/def2-TZVPD, the OMol25 dataset).

As for the HOMO energy (spin up / spin down): -0.297 / -0.297 Ha. For the lowest unoccupied orbital energy (spin up / spin down), the calculation gives 0.264 / 0.264 eV. The value obtained for the frontier orbital gap (spin up / spin down) is 8.35 / 8.35 eV. The value obtained for the energy above the lowest of the compared OMol25 structures with the same formula, charge and spin is 492.31 kJ/mol. As for the maximum force: 0.430 eV/Å.

```
! wB97M-V def2-TZVPD RIJCOSX def2/J DEFGRID3
* xyz 0 1
C -0.30 1.85 -0.49
C 0.10 0.40 -0.46
C 0.56 -0.41 -1.48
C 0.45 -0.55 0.58
O 1.67 -0.69 1.06
C -0.88 -1.03 1.07
O -1.62 -0.21 0.28
H -0.99 2.01 -1.33
H 0.59 2.46 -0.66
H -0.79 2.14 0.43
H 0.04 -0.47 -2.44
H 1.39 -1.09 -1.34
H 1.72 -1.47 1.63
H -1.01 -2.13 0.96
H -0.94 -0.82 2.16
*
```

---

# C2H7BNO5P

A molecular structure, C2H7BNO5P at a distorted geometry (wB97M-V/def2-TZVPD, the OMol25 dataset).

As for the HOMO energy: 0.029 Ha. For the lowest unoccupied orbital energy, the calculation gives 6.079 eV. The value obtained for the frontier orbital gap is 5.29 eV. The value obtained for the energy above the lowest of the compared OMol25 structures with the same formula, charge and spin is 71.89 kJ/mol. As for the maximum force: 5.278 eV/Å.

```
! wB97M-V def2-TZVPD RIJCOSX def2/J DEFGRID3
* xyz -2 1
B -0.31 -0.44 -0.28
C 0.64 0.30 -1.30
C 0.97 -2.11 -0.05
N -0.29 0.03 1.11
O -2.60 1.23 0.24
O -3.98 -0.42 -1.20
O -3.31 -0.93 1.30
O 2.06 -2.00 0.48
O -1.61 -0.99 -0.64
P -2.98 -0.41 -0.03
H 0.04 1.23 -1.68
H 0.87 -0.10 -2.28
H 1.52 0.54 -0.75
H 0.63 -3.13 -0.52
H -0.98 -0.47 1.61
H 0.40 0.50 1.62
H -1.57 1.10 0.30
*
```

---

# C29H37Cl5CsN5O4S4

A molecular structure, C29H37Cl5CsN5O4S4 (wB97M-V/def2-TZVPD, the OMol25 dataset).

As for the HOMO energy: -0.256 Ha. For the lowest unoccupied orbital energy, the calculation gives 0.108 eV. The value obtained for the frontier orbital gap is 7.09 eV. The value obtained for the energy above the lowest of the compared OMol25 structures with the same formula, charge and spin is 0.00 kJ/mol. As for the maximum force: 0.564 eV/Å.

```
! wB97M-V def2-TZVPD RIJCOSX def2/J DEFGRID3
* xyz 0 1
Cs -1.24 0.58 -0.44
N 2.13 -1.60 1.06
N 2.34 -0.50 0.20
C 2.89 0.65 0.63
N 3.32 1.46 -0.37
S 3.08 1.04 2.25
H 1.13 -1.79 1.07
H 2.41 -1.28 1.99
H 2.62 -0.79 -0.73
H 2.86 1.37 -1.27
H 3.52 2.41 -0.08
Cl 0.76 1.17 -3.06
C 0.28 -0.48 -3.28
C -1.07 -0.90 -3.31
C -1.31 -2.28 -3.53
Cl -2.95 -2.79 -3.61
C -0.29 -3.19 -3.66
Cl -0.64 -4.86 -3.93
C 1.04 -2.78 -3.57
Cl 2.32 -3.93 -3.67
C 1.30 -1.43 -3.39
Cl 2.95 -0.93 -3.28
O 0.55 2.48 0.56
S 0.62 3.46 1.67
C -0.76 4.57 1.34
C -1.55 4.34 0.23
C -2.64 5.16 -0.03
C -2.93 6.21 0.83
C -2.14 6.43 1.96
C -1.06 5.61 2.22
C 1.92 4.62 1.26
C 2.74 5.08 2.28
C 3.77 5.96 1.97
C 3.98 6.35 0.65
C 3.15 5.86 -0.36
C 2.12 5.00 -0.06
H -1.32 3.50 -0.43
H -3.26 4.98 -0.90
H -3.78 6.85 0.63
H -2.37 7.25 2.63
H -0.44 5.78 3.09
H 2.60 4.73 3.29
H 4.43 6.32 2.75
H 4.79 7.02 0.41
H 3.32 6.16 -1.39
H 1.47 4.60 -0.83
C -4.80 0.87 5.15
N -4.51 2.06 4.40
C -5.43 3.19 4.40
C -4.71 4.18 3.49
N -3.94 3.27 2.66
C -3.73 2.09 3.29
S -2.68 0.90 2.78
H -4.94 1.13 6.20
H -3.95 0.19 5.06
H -5.70 0.37 4.78
H -5.58 3.57 5.41
H -6.40 2.89 3.99
H -4.05 4.84 4.06
H -5.39 4.79 2.90
H -3.27 3.59 1.98
C -4.16 -3.34 3.47
C -3.80 -3.42 1.99
C -2.34 -3.05 1.76
S -1.94 -2.90 0.00
O -0.59 -2.24 -0.06
C -1.69 -4.64 -0.45
C -0.23 -5.08 -0.38
C 0.36 -5.19 1.02
H -5.20 -3.59 3.63
H -3.99 -2.33 3.84
H -3.55 -4.03 4.06
H -4.44 -2.73 1.42
H -4.01 -4.42 1.61
H -1.65 -3.76 2.22
H -2.14 -2.06 2.15
H -2.06 -4.73 -1.47
H -2.33 -5.24 0.20
H 0.37 -4.39 -0.98
H -0.17 -6.05 -0.89
H 0.44 -4.21 1.49
H 1.36 -5.61 0.98
H -0.25 -5.83 1.66
O -2.05 1.23 -2.95
O -2.17 -0.19 -3.15
*
```

---

# C18H28N2O6S

A single C18H28N2O6S molecule (wB97M-V/def2-TZVPD, the OMol25 dataset).

As for the HOMO energy: -0.332 Ha. As for the SMILES: Cc1ccc(S(=O)(=O)N[C@H](C)C(=O)N2CCOCCOCCOCC2)cc1. For the lowest unoccupied orbital energy, the calculation gives 0.509 eV. The value obtained for the frontier orbital gap is 9.55 eV. The value obtained for the energy above the lowest of the compared OMol25 structures with the same formula, charge and spin is 0.00 kJ/mol. As for the maximum force: 0.847 eV/Å.

```
! wB97M-V def2-TZVPD RIJCOSX def2/J DEFGRID3
* xyz 0 1
C 6.35 1.30 0.79
C 5.07 0.81 0.18
C 3.90 1.54 0.31
C 2.72 1.10 -0.27
C 2.72 -0.09 -0.98
S 1.22 -0.72 -1.70
O 1.45 -1.10 -3.06
O 0.16 0.22 -1.42
N 1.06 -2.12 -0.81
C 0.49 -1.91 0.51
C 1.10 -2.91 1.50
C -1.02 -2.15 0.41
O -1.40 -3.03 -0.34
N -1.86 -1.43 1.19
C -1.42 -0.39 2.10
C -1.07 0.94 1.42
O -2.22 1.77 1.44
C -2.11 2.96 0.69
C -2.05 2.73 -0.83
O -3.19 2.00 -1.22
C -2.99 1.05 -2.25
C -4.07 -0.04 -2.14
O -3.76 -1.03 -1.19
C -3.99 -0.65 0.16
C -3.28 -1.67 1.06
C 3.88 -0.83 -1.12
C 5.05 -0.38 -0.54
H 6.91 0.47 1.22
H 6.15 2.03 1.57
H 6.97 1.76 0.03
H 3.90 2.47 0.86
H 1.80 1.66 -0.19
H 0.53 -2.83 -1.30
H 0.74 -0.89 0.80
H 0.84 -3.92 1.19
H 0.72 -2.74 2.50
H 2.18 -2.81 1.50
H -0.56 -0.75 2.67
H -2.24 -0.20 2.80
H -0.26 1.44 1.97
H -0.74 0.76 0.39
H -1.23 3.53 1.00
H -3.02 3.51 0.93
H -1.14 2.18 -1.11
H -2.03 3.71 -1.33
H -3.07 1.54 -3.23
H -2.01 0.58 -2.16
H -4.13 -0.57 -3.09
H -5.04 0.43 -1.92
H -5.07 -0.67 0.37
H -3.61 0.35 0.35
H -3.73 -1.65 2.05
H -3.40 -2.66 0.61
H 3.84 -1.75 -1.68
H 5.96 -0.96 -0.64
*
```

---

# C4H6O2

A single C4H6O2 molecule (wB97M-V/def2-TZVPD, the OMol25 dataset).

As for the HOMO energy: -0.332 Ha. For the lowest unoccupied orbital energy, the calculation gives 0.768 eV. The value obtained for the frontier orbital gap is 9.80 eV. The value obtained for the energy above the lowest of the compared OMol25 structures with the same formula, charge and spin is 302.81 kJ/mol. As for the maximum force: 0.408 eV/Å.

```
! wB97M-V def2-TZVPD RIJCOSX def2/J DEFGRID3
* xyz 0 1
C 1.51 0.37 0.18
C 0.43 -0.66 -0.15
O -0.64 -0.65 0.81
C -1.65 0.11 0.25
O -1.39 0.09 -1.20
C -0.20 -0.33 -1.49
H 2.16 0.01 0.98
H 1.06 1.31 0.50
H 0.85 -1.67 -0.16
H -2.63 -0.33 0.43
H -1.62 1.17 0.55
H 2.12 0.57 -0.71
*
```

---

The highest maximum force belongs to which entry?
C2H7BNO5P